146
Properties=species:S:1:pos:R:3:forces:R:3 method="wB97M-V/def2-TZVPD" fmax_ev_per_a=7.68 e_lumo_ev=1.74 molar_mass_g_mol=887.1 homo_lumo_gap_ev=8.738 e_homo_ev=-7.000 total_charge=-1
N 0.156 0.545 -0.467 2.0077 -2.7105 -1.0168
O 1.371 0.779 -0.563 0.6248 -0.6769 -1.4849
O -0.406 -0.470 -1.028 0.6869 1.8830 0.6848
O -0.424 1.245 0.303 -3.6321 1.8995 2.0086
C -3.172 -3.851 -3.358 -1.0543 -0.6030 0.1205
O -3.112 -2.936 -4.445 0.7168 -0.5169 -0.0232
H -2.386 -3.845 -2.604 0.1821 0.8935 0.0068
H -4.158 -3.750 -2.904 0.1082 0.0697 0.5529
H -3.158 -4.894 -3.674 0.0681 0.1030 -0.7965
H -3.552 -2.123 -4.186 0.0661 0.1929 0.2100
C -1.216 -5.174 2.273 0.7472 -1.0981 1.1361
O 0.035 -5.941 2.247 -0.1901 0.9846 -0.9631
H -2.066 -5.849 2.170 -0.0401 0.2087 -0.4023
H -1.321 -4.699 3.249 0.0002 0.2168 0.0412
H -1.179 -4.398 1.508 0.0637 -0.4642 -0.0702
H 0.190 -6.599 2.929 -0.7105 0.2077 0.2041
C 4.766 0.403 0.181 -0.8625 0.7336 -0.2601
O 3.758 -0.565 -0.076 0.9941 -0.9690 -0.0779
H 4.343 0.962 1.015 0.9999 0.4953 0.2747
H 5.773 0.018 0.336 -0.3990 -0.6385 0.5003
H 4.889 1.057 -0.682 -0.1355 0.2207 -0.0608
H 2.942 -0.089 -0.246 -0.3408 0.0375 -0.2054
C 0.545 1.964 -4.143 1.3457 -0.4363 -0.4548
O 1.100 1.936 -5.481 -0.8860 1.4746 0.8148
H 1.405 1.704 -3.526 -0.5322 -0.5444 0.6427
H 0.256 2.935 -3.739 -0.0121 0.5771 -1.0197
H -0.337 1.338 -4.010 0.2072 -0.4195 -0.0264
H 1.102 1.049 -5.849 -0.2380 -0.5589 -0.1074
C 1.175 -4.680 -0.546 0.9411 2.2252 -1.4734
O 1.058 -6.035 -0.427 -0.2474 -1.1315 0.2210
H 1.574 -4.353 -1.505 -0.1237 -0.4568 -0.4633
H 0.202 -4.194 -0.477 -0.0515 0.4241 0.4283
H 1.944 -4.280 0.115 -0.3285 0.3284 0.6895
H 0.682 -6.021 0.456 -0.1874 -1.4193 0.6213
C 1.774 0.945 2.723 -1.9182 1.4290 -0.8107
O 1.082 2.256 2.512 1.5044 -1.1252 0.7987
H 2.329 0.652 1.832 0.4204 0.2339 0.2901
H 2.345 1.041 3.647 0.0779 -0.1116 -0.2862
H 0.964 0.221 2.808 0.2119 -0.3398 0.4237
H 0.514 2.165 1.743 0.0054 -0.2213 -0.3742
C 4.547 -3.494 -1.880 0.9397 -0.3959 0.6051
O 5.421 -2.444 -1.460 0.7440 -0.4377 -0.9302
H 4.096 -3.933 -0.990 -0.7459 0.1429 -0.2075
H 3.904 -3.344 -2.747 -0.5039 0.8720 0.4022
H 5.166 -4.307 -2.258 0.5763 0.0700 0.1315
H 5.017 -1.701 -1.006 -1.0657 -0.3863 -0.1368
C -2.933 -2.074 0.941 -0.3564 -4.3381 2.5962
O -3.605 -3.061 1.309 0.4101 0.9007 -0.1497
N -1.771 -1.721 1.438 3.0881 0.0559 2.4655
N -3.216 -1.311 -0.032 -2.7016 3.0495 -4.5010
H -1.349 -2.260 2.181 -0.2393 0.2083 -0.1523
H -1.199 -1.047 0.949 0.0528 -0.2855 0.1158
H -2.564 -0.595 -0.321 -0.1657 -0.1582 -0.4664
H -3.940 -1.604 -0.672 0.7642 0.0034 -0.1297
C -5.659 -0.503 -1.937 1.2903 -0.1705 0.4077
O -4.578 -0.424 -2.440 3.6839 -0.2696 -0.8728
N -6.735 -0.493 -2.601 -6.2433 0.1611 -4.3876
N -5.923 -0.660 -0.681 -0.1553 -0.1275 4.1068
H -7.613 -0.427 -2.106 0.1258 -0.0574 -0.4982
H -6.804 -0.656 -3.595 0.4314 0.3350 0.2265
H -5.152 -0.644 -0.028 -0.6079 0.1125 0.4910
H -6.890 -0.849 -0.461 0.7468 -0.0486 0.8280
C -0.137 -1.137 -7.227 1.8812 0.8691 -1.1598
O 0.809 -0.394 -7.293 1.8555 1.7539 -0.2323
N -0.644 -1.530 -6.119 -2.4349 -1.8352 3.8391
N -0.712 -1.632 -8.309 -1.3898 -0.9867 -2.5220
H -1.363 -2.238 -6.167 0.0300 0.1531 0.5497
H -0.128 -1.477 -5.252 -0.0260 0.2774 -0.2068
H -0.242 -1.468 -9.188 -0.3025 -0.1620 0.2416
H -1.379 -2.382 -8.196 0.2709 0.1691 -0.5252
C -2.781 3.865 1.555 -0.8696 2.2954 0.1704
O -3.427 4.706 2.091 -2.4051 3.0266 2.0136
N -2.022 4.101 0.561 4.0367 2.5116 -5.1256
N -2.801 2.649 1.858 -0.7663 -7.2278 2.4932
H -1.934 5.067 0.277 0.1216 -0.2888 0.0239
H -1.471 3.411 0.071 -0.1393 0.1273 0.1497
H -3.550 2.351 2.467 0.5063 -0.2715 -0.0223
H -2.173 1.999 1.408 -0.4133 -0.2448 0.2682
C 1.774 -1.707 -3.744 2.2241 -0.1880 -2.6573
O 2.343 -2.297 -4.630 0.4928 -1.9321 -1.5710
N 0.556 -1.906 -3.340 -3.9490 -0.8340 1.7238
N 2.312 -0.627 -3.239 1.0961 2.7457 2.4681
H 0.257 -1.317 -2.576 -0.5518 -0.1976 0.0454
H -0.044 -2.676 -3.600 0.6555 -0.0945 0.0833
H 1.946 -0.336 -2.344 0.4041 0.6435 -0.1116
H 3.141 -0.188 -3.613 -0.1737 -0.6116 0.1161
C 2.625 -2.495 3.540 0.8046 0.0166 0.0091
C 3.203 -3.535 4.484 -0.3780 -1.6753 -1.0613
C 3.042 -5.047 3.944 0.0852 2.2761 0.7323
O 4.556 -3.247 4.853 -0.5707 -0.3282 -0.0932
H 1.582 -2.739 3.335 -0.0520 0.2628 -0.0660
H 3.192 -2.393 2.615 -0.0708 -0.3217 -0.1773
H 2.751 -1.531 4.033 -0.4932 0.2067 0.0394
H 2.533 -3.506 5.343 0.2644 -0.0697 0.5674
H 3.382 -5.212 2.922 0.3248 0.1467 0.1458
H 1.960 -5.175 3.933 0.0221 -0.4132 0.0789
H 3.537 -5.690 4.672 -0.1268 -0.1975 -0.2296
H 4.507 -2.577 5.539 0.1858 0.1250 0.0119
C 1.467 4.407 -0.954 -1.0199 -2.2846 1.4825
C 2.851 4.707 -0.458 0.0308 0.9723 -1.5744
C 3.832 3.667 -0.896 0.7216 -1.0253 0.7529
O 3.111 5.878 -1.211 1.3454 1.8585 0.0249
H 1.062 3.551 -0.414 -0.1033 -0.4324 -0.0494
H 1.645 4.046 -1.967 -0.5230 0.2044 -0.2397
H 0.668 5.143 -0.876 0.6066 0.5453 -0.1180
H 3.108 4.941 0.575 -0.8880 0.1079 0.1944
H 3.787 2.800 -0.236 -0.3444 -0.1465 -0.1425
H 4.846 4.033 -0.735 0.0439 0.2518 -0.2643
H 3.714 3.341 -1.929 -0.0779 0.0907 -0.0397
H 2.672 5.796 -2.060 0.0699 -0.0049 -0.0192
C -3.052 3.006 -2.713 -0.0096 -0.1200 -0.0472
C -4.267 2.782 -3.608 -0.8012 -0.8162 -1.0040
C -4.414 3.716 -4.807 0.5372 0.9542 -0.4785
O -4.143 1.492 -4.190 0.2277 0.1955 -0.9249
H -2.829 2.126 -2.110 -0.2899 -0.4295 -0.1613
H -3.086 3.781 -1.947 -0.1566 0.5525 -0.5503
H -2.224 3.088 -3.418 0.2908 0.4057 0.2983
H -5.245 2.792 -3.128 0.0268 0.2481 0.8106
H -3.503 3.782 -5.403 0.5421 0.1781 0.4719
H -4.731 4.718 -4.519 0.3140 0.1693 0.2471
H -5.096 3.469 -5.621 -0.6282 -0.8731 0.6327
H -4.129 0.813 -3.512 -0.0565 -0.1909 0.3337
C -1.561 0.343 4.062 1.0566 0.3019 0.9126
C -1.618 -0.949 4.835 0.5613 -0.6280 -1.9389
C -1.103 -0.913 6.215 -0.3470 0.7166 1.3680
O -2.927 -1.427 4.679 -1.0095 -0.3746 0.6904
H -2.323 1.008 4.468 -0.1889 0.0363 -0.3707
H -1.610 0.187 2.984 -0.3221 0.1378 0.2424
H -0.605 0.800 4.316 0.1238 0.3105 -0.3497
H -0.981 -1.702 4.371 0.3567 -0.0791 -0.6498
H -1.624 -0.132 6.768 -0.0835 0.0532 0.3573
H -0.042 -0.672 6.268 0.0065 -0.1107 -0.1962
H -1.275 -1.871 6.705 0.0762 -0.0625 0.1087
H -3.234 -1.735 5.534 -0.2169 -0.1718 -0.0098
C 1.189 4.631 4.494 0.2398 1.5160 0.9146
C 2.743 4.910 4.731 -3.9095 -0.7884 0.6932
C 3.109 5.033 6.259 -0.2393 -0.0887 -1.1115
O 3.269 3.763 4.114 2.1400 0.0331 0.2100
H 0.638 5.524 4.789 -0.3003 0.0099 0.1176
H 0.765 3.773 5.015 0.3655 -0.0649 0.2589
H 0.973 4.469 3.438 0.2826 0.1194 -0.0323
H 2.840 5.859 4.204 1.0384 -0.0117 -0.2165
H 3.106 4.014 6.646 0.4681 0.0876 0.1702
H 2.415 5.600 6.879 -0.6900 -0.0235 -0.5161
H 4.020 5.603 6.447 0.5113 -0.6322 -0.2708
H 2.588 3.399 3.544 -0.0850 -0.0567 -0.2637